No. 1
Entry from OMol25: a structure of composition C12H24AlO17P2 (ωB97M-V/def2-TZVPD).

The geometry in ORCA input format:
```
! RIJCOSX wB97M-V def2-TZVPD def2/J DEFGRID3
* xyz -3 1
P 1.6693 -1.9381 2.6939
P -1.8782 -3.6250 1.2464
Al 0.2183 -1.7627 -0.5206
O 1.8672 -2.8222 1.4368
O -2.2748 2.3815 0.7796
O -0.5679 2.1756 2.0571
O -3.3286 -3.9928 0.9925
O -1.6226 -2.0406 1.2748
O 0.9229 -2.7402 3.8304
O 3.7969 1.4503 -1.3505
O 2.4265 0.1139 -0.1294
O -4.6183 -1.5131 -1.6757
O -0.5266 1.0237 0.1643
O -2.4204 -1.0368 -1.6826
O 2.9485 -1.5471 3.5229
O -3.8800 -0.3977 -3.3183
O 0.5473 -0.9308 2.4166
O -0.7906 -4.1171 0.2618
O -1.3715 -3.8842 2.6828
O 4.5682 0.4057 0.3755
C -2.8277 0.0979 -4.1645
C 3.5058 0.6072 -0.3339
C -3.5146 -0.9371 -2.1653
C 2.7184 2.1560 -1.9421
C 4.5435 -0.5127 1.5171
C 0.7346 1.7888 2.4055
C 5.9773 -0.9124 1.7631
C -3.3644 1.3269 -4.8778
C -3.0581 1.9168 -0.2920
C -1.0880 1.8037 0.8883
C 1.6336 2.9931 2.6526
C -4.5231 -2.4382 -0.5942
H -2.0129 0.4458 -3.5305
H -3.7467 -2.0985 0.0974
H 2.7626 3.1411 -1.4658
H 2.8837 2.3175 -3.0067
H -3.2018 2.2122 -4.2571
H -2.5893 -0.7710 -4.7759
H 3.8385 -1.3353 1.3759
H -2.8705 1.6295 -5.8036
H -4.0161 2.4336 -0.3209
H 6.4235 -1.3841 0.8865
H 1.3386 3.6692 3.4598
H 1.2524 1.1080 1.7253
H 6.0289 -1.7006 2.5175
H 1.7096 1.7770 -1.7816
H -5.4701 -2.4824 -0.0586
H 0.7645 1.0900 3.2467
H -3.2501 0.8430 -0.2309
H 4.1429 0.0904 2.3305
H 1.7420 3.6212 1.7641
H -2.6206 1.9996 -1.2917
H -4.2152 -3.4526 -0.8496
H -4.4387 1.2938 -5.0642
H 2.5834 2.5350 2.9381
H 6.5382 -0.0748 2.1803
*
```

Output
frontier orbital gap: 3.0366 eV
HOMO level: 2.62 eV

---

No. 2
Entry from OMol25: the molecule C3H7NO (ωB97M-V/def2-TZVPD).

The geometry in ORCA input format:
```
! RIJCOSX wB97M-V def2-TZVPD def2/J DEFGRID3
* xyz 0 1
O 1.1261 0.3425 -0.5782
N -1.6775 0.3020 -0.8163
C -1.0041 -0.4581 0.2276
C 1.6682 -0.4104 0.5304
C 0.2507 0.2236 0.5647
H -0.7979 -1.5585 -0.0158
H -1.7867 1.4908 -0.7313
H 2.4067 -0.0162 1.2092
H -1.5852 -0.5657 1.1787
H 0.1951 1.1915 1.2329
H 1.5554 -1.5144 0.4803
H -2.7424 -0.0126 -0.9509
*
```

Output
SMILES string: NC[C@H]1CO1
frontier orbital gap: 10.3109 eV
energy relative to the best compared isomer or geometry (same formula, charge and spin): 345.9 kJ/mol
HOMO level: -9.18 eV

---

No. 3
Entry from OMol25: a structure of composition C35H24BrClIMnO2P (ωB97M-V/def2-TZVPD).

The geometry in ORCA input format:
```
! RIJCOSX wB97M-V def2-TZVPD def2/J DEFGRID3
* xyz 1 5
I 3.5655 -0.8004 0.7014
Br -5.5611 -5.9991 1.4944
Mn 1.4018 -1.9937 -0.5299
Cl 2.5156 3.7838 1.1373
P -0.1710 2.4352 0.1154
O 0.2896 -2.8978 1.0403
O -0.5183 -1.6304 -0.6428
C 4.6598 -4.2534 -2.2164
C 6.6123 -3.7367 -0.8383
C -0.8235 5.1372 -0.7612
C -4.0983 -4.0844 0.0024
C 2.4524 -3.0645 -1.8433
C -2.0169 -3.0415 0.6684
C 1.6596 6.0758 -0.0735
C -0.9522 3.1452 4.5889
C -0.6982 -2.4594 0.3346
C -2.0225 2.5011 -1.9917
C 0.1429 4.2028 -0.2786
C -1.7617 2.1322 -0.6589
C 2.6412 -5.0262 -3.2738
C 1.3523 4.6932 0.2059
C 0.2125 2.4518 4.1647
C 4.6117 -2.3235 -0.7099
C -3.1436 -4.5824 2.1791
C 0.7716 6.9693 -0.6329
C -1.8511 3.5646 3.7244
C 3.9224 -3.2002 -1.5878
C 5.9965 -4.5156 -1.7761
C 0.3348 2.1596 2.7932
C 1.9094 -3.9467 -2.7207
C -0.4593 6.4453 -1.0007
C -3.2848 2.3589 -2.5634
C -4.0203 1.3415 -0.5105
C -0.5633 2.6879 1.8669
C -4.1710 -4.7405 1.2290
C -2.7613 1.5576 0.0993
C -4.2564 1.7306 -1.8258
C -1.6821 3.3856 2.3795
C -2.1478 -3.6688 1.9121
C 5.8936 -2.6142 -0.2884
C 3.9860 -5.1328 -3.0638
C -2.9829 -3.3109 -0.3049
H 6.4424 -1.9216 0.3824
H -0.9979 3.3675 5.6697
H -3.4382 2.7775 -3.5214
H -4.7996 0.7832 -0.0778
H -3.3195 -5.1602 3.1213
H -1.1437 7.1012 -1.5863
H 1.0584 1.4551 2.4898
H 6.5371 -5.2627 -2.3518
H -2.8516 -2.9080 -1.2979
H -5.2601 1.5696 -2.2573
H 4.5792 -5.9345 -3.5333
H 0.8719 -3.8888 -2.9653
H -2.3647 3.7631 1.5743
H -1.3968 -3.4001 2.6816
H 2.1344 -5.5971 -4.0036
H -2.4956 1.2173 1.1181
H -2.7832 4.1108 4.1058
H 2.6095 6.5227 0.2943
H 7.5974 -3.8388 -0.5052
H -1.1656 2.9121 -2.5471
H -1.8791 4.8445 -0.7871
H 1.0760 8.0024 -0.6783
H 0.8362 1.9433 4.8876
H -4.8306 -4.1944 -0.7564
*
```

Output
frontier orbital gap (spin up / spin down): 3.6647 / 5.8867 eV
energy relative to the best compared isomer or geometry (same formula, charge and spin): 283.5 kJ/mol
expectation value of S²: 6.423
HOMO level (spin up / spin down): -10.20 / -10.20 eV